Entry from the OMol25 dataset: a 9-piece molecular cluster, C62H47BN2O18S overall in a non-equilibrium geometry (the ωB97M-V functional and the def2-TZVPD basis).

Total charge = 0
Electronic energy = -116394.8211 eV
SMILES string = CCOc1c(B(N)O)ccc2c1Nc1ccccc1S2.O=C1C=CC(=O)C=C1.O=C1C=CC(=O)C=C1.O=C1C=CC(=O)C=C1.O=C1C=CC(=O)C=C1.O=C1C=CC(=O)C=C1.O=C1C=CC(=O)C=C1.O=C1C=CC(=O)C=C1.O=C1C=CC(=O)C=C1
Frontier orbital gap = 5.98 eV

CARTESIAN COORDINATES (ANGSTROEM)
C1 -1.29 -3.98 -3.71
C2 -2.08 -2.77 -4.18
O1 -1.73 -1.53 -3.55
C3 -1.69 -1.62 -2.16
C4 -0.45 -1.64 -1.53
B1 0.88 -1.50 -2.38
N1 2.09 -2.30 -2.08
O2 0.95 -0.59 -3.41
C5 -0.44 -1.76 -0.13
C6 -1.64 -1.85 0.57
C7 -2.86 -1.79 -0.08
C8 -2.90 -1.69 -1.47
N2 -4.11 -1.61 -2.24
C9 -5.20 -2.39 -1.71
C10 -6.04 -3.01 -2.63
C11 -7.15 -3.75 -2.23
C12 -7.41 -3.89 -0.88
C13 -6.55 -3.32 0.05
C14 -5.45 -2.57 -0.35
S1 -4.37 -1.83 0.84
H1 -0.21 -3.82 -3.82
H2 -1.54 -4.81 -4.37
H3 -1.55 -4.30 -2.70
H4 -1.86 -2.63 -5.24
H5 -3.15 -2.99 -4.10
H6 2.60 -1.91 -1.29
H7 1.88 -3.28 -1.91
H8 0.59 -0.98 -4.22
H9 0.51 -1.80 0.39
H10 -1.59 -1.95 1.65
H11 -4.41 -0.64 -2.22
H12 -5.82 -2.89 -3.68
H13 -7.78 -4.18 -3.00
H14 -8.29 -4.45 -0.58
H15 -6.78 -3.45 1.10
O3 -0.64 -3.06 3.67
C15 0.41 -2.62 4.10
C16 1.44 -3.50 4.69
C17 2.59 -3.02 5.16
C18 2.87 -1.56 5.12
O4 3.92 -1.11 5.54
C19 1.84 -0.67 4.53
C20 0.69 -1.16 4.06
H16 1.21 -4.56 4.71
H17 3.35 -3.65 5.59
H18 2.07 0.39 4.51
H19 -0.07 -0.53 3.63
O5 4.31 5.81 -2.50
C21 3.86 4.74 -2.84
C22 3.16 4.58 -4.14
C23 2.66 3.41 -4.51
C24 2.78 2.20 -3.64
O6 2.32 1.13 -3.97
C25 3.47 2.37 -2.34
C26 3.98 3.55 -1.97
H20 3.09 5.47 -4.75
H21 2.15 3.27 -5.45
H22 3.55 1.49 -1.72
H23 4.49 3.69 -1.02
O7 -10.20 -4.76 -0.12
C27 -11.03 -4.64 0.75
C28 -11.34 -5.75 1.68
C29 -12.25 -5.62 2.64
C30 -13.00 -4.34 2.82
O8 -13.82 -4.22 3.70
C31 -12.68 -3.23 1.89
C32 -11.77 -3.37 0.93
H24 -10.78 -6.67 1.53
H25 -12.49 -6.42 3.33
H26 -13.24 -2.31 2.04
H27 -11.53 -2.57 0.24
O9 3.37 -3.52 8.07
C33 3.64 -2.84 9.04
C34 3.46 -3.36 10.42
C35 3.76 -2.60 11.47
C36 4.28 -1.22 11.32
O10 4.55 -0.54 12.28
C37 4.46 -0.71 9.94
C38 4.17 -1.46 8.88
H28 3.08 -4.36 10.51
H29 3.63 -2.96 12.49
H30 4.84 0.30 9.85
H31 4.29 -1.11 7.86
O11 9.23 6.35 -6.11
C39 8.06 6.69 -6.06
C40 7.27 6.56 -4.81
C41 6.00 6.93 -4.75
C42 5.31 7.48 -5.95
O12 4.14 7.82 -5.90
C43 6.09 7.61 -7.20
C44 7.37 7.24 -7.25
H32 7.80 6.15 -3.96
H33 5.40 6.84 -3.85
H34 5.57 8.01 -8.05
H35 7.96 7.33 -8.16
O13 6.40 9.44 -9.28
C45 6.54 10.65 -9.18
C46 6.15 11.36 -7.94
C47 6.31 12.68 -7.82
C48 6.88 13.49 -8.93
O14 7.02 14.68 -8.83
C49 7.26 12.77 -10.18
C50 7.11 11.45 -10.29
H36 5.74 10.76 -7.14
H37 6.03 13.22 -6.93
H38 7.67 13.37 -10.97
H39 7.38 10.91 -11.18
O15 5.29 -10.76 12.42
C51 4.78 -9.68 12.21
C52 5.51 -8.41 12.50
C53 4.95 -7.23 12.28
C54 3.57 -7.12 11.73
O16 3.07 -6.03 11.53
C55 2.84 -8.37 11.45
C56 3.40 -9.56 11.67
H40 6.51 -8.52 12.90
H41 5.46 -6.30 12.48
H42 1.84 -8.27 11.05
H43 2.89 -10.49 11.46
O17 -5.74 1.35 -2.18
C57 -6.13 1.58 -3.31
C58 -7.17 2.59 -3.58
C59 -7.58 2.83 -4.83
C60 -7.01 2.10 -5.99
O18 -7.39 2.32 -7.12
C61 -5.97 1.08 -5.71
C62 -5.56 0.84 -4.46
H44 -7.57 3.12 -2.73
H45 -8.34 3.57 -5.05
H46 -5.57 0.55 -6.56
H47 -4.80 0.11 -4.23

Entry from the OMol25 dataset: a single C3H7NOS molecule in a non-equilibrium geometry (the ωB97M-V functional and the def2-TZVPD basis).

Total charge = 0
Energy above the lowest of the compared OMol25 structures with the same formula, charge and spin = 5.5736 eV
Electronic energy = -17592.3557 eV
SMILES string = C=C[S@@](=C)(N)=O
Frontier orbital gap = 9.43 eV

CARTESIAN COORDINATES (ANGSTROEM)
C1 0.01 1.86 -0.87
C2 -0.11 1.41 0.32
S1 -0.55 -0.46 0.14
C3 0.07 -1.50 -1.03
N1 0.42 -0.93 1.54
O1 -1.95 -0.61 0.42
H1 0.38 2.94 -1.01
H2 0.18 1.23 -1.73
H3 -0.33 1.62 1.36
H4 -0.19 -1.09 -2.02
H5 1.20 -1.41 -0.84
H6 1.16 -1.72 1.51
H7 -0.27 -1.34 2.21

Entry from the OMol25 dataset: a 3-piece molecular cluster, H6O3 overall (the ωB97M-V functional and the def2-TZVPD basis).

Total charge = 0
Energy above the lowest of the compared OMol25 structures with the same formula, charge and spin = 0.5855 eV
Electronic energy = -6239.6677 eV
SMILES string = O.O.O
Frontier orbital gap = 12.06 eV

CARTESIAN COORDINATES (ANGSTROEM)
O1 0.65 0.45 -0.95
H1 0.90 0.87 -0.13
H2 1.24 0.83 -1.60
O2 1.68 0.75 3.92
H3 1.30 -0.12 3.76
H4 2.53 0.57 4.30
O3 -2.81 -1.47 -3.26
H5 -2.01 -1.09 -2.90
H6 -3.47 -0.79 -3.14

Entry from the OMol25 dataset: a single CF3NOS molecule in a non-equilibrium geometry (the ωB97M-V functional and the def2-TZVPD basis).

Total charge = 0
Energy above the lowest of the compared OMol25 structures with the same formula, charge and spin = 2.7465 eV
Electronic energy = -23558.2962 eV
Frontier orbital gap (alpha / beta) = 8.80 / 8.80 eV

CARTESIAN COORDINATES (ANGSTROEM)
C1 1.30 0.09 0.00
N1 0.43 -0.73 0.51
O1 1.33 1.14 -0.55
F1 2.52 -0.58 0.28
F2 -2.06 -0.75 -1.00
F3 -1.90 1.20 0.27
S1 -1.63 -0.37 0.50

Entry from the OMol25 dataset: C3H10F3NTa as an isolated structure in a non-equilibrium geometry (the ωB97M-V functional and the def2-TZVPD basis).

Total charge = -1
Electronic energy = -14462.0274 eV
Frontier orbital gap = 6.96 eV

CARTESIAN COORDINATES (ANGSTROEM)
C1 -1.83 -1.60 1.58
N1 -1.49 -1.65 0.15
C2 -1.49 -0.31 -0.49
Ta1 0.63 0.64 -0.63
C3 2.75 1.61 -0.62
F1 2.70 2.93 -1.10
F2 3.72 0.94 -1.38
F3 3.18 1.71 0.72
H1 -1.16 -0.94 2.21
H2 -1.83 -2.65 1.98
H3 -2.89 -1.21 1.69
H4 -0.64 -2.17 -0.03
H5 -2.10 0.41 0.13
H6 -1.99 -0.31 -1.52
H7 -0.20 2.27 -1.05
H8 0.72 0.33 -2.46
H9 1.41 -1.01 -0.37
H10 0.54 1.01 1.20

Entry from the OMol25 dataset: a 2-piece molecular cluster, C3H8N5S overall in a non-equilibrium geometry (the ωB97M-V functional and the def2-TZVPD basis).

Total charge = +1
Energy above the lowest of the compared OMol25 structures with the same formula, charge and spin = 0.8919 eV
Electronic energy = -21518.3444 eV
Frontier orbital gap = 8.64 eV

CARTESIAN COORDINATES (ANGSTROEM)
C1 -0.62 0.28 0.81
C2 0.62 0.78 1.02
C3 -0.78 -1.04 1.32
N1 0.18 -1.61 2.06
N2 1.55 0.05 1.73
N3 1.04 1.96 0.46
N4 -1.82 -1.80 0.99
N5 1.32 -1.10 2.22
S1 0.40 -0.70 -2.33
H1 -1.49 0.77 0.47
H2 2.52 0.38 1.72
H3 0.45 2.48 -0.12
H4 1.75 2.63 0.63
H5 -2.37 -1.35 0.23
H6 -1.94 -2.74 1.22
H7 1.76 -0.72 -2.52
H8 0.21 0.56 -2.03

Entry from the OMol25 dataset: As2F13Rb as an isolated structure in a non-equilibrium geometry (the ωB97M-V functional and the def2-TZVPD basis).

Total charge = -2
Energy above the lowest of the compared OMol25 structures with the same formula, charge and spin = 1.2306 eV
Electronic energy = -157668.4681 eV
Frontier orbital gap = 5.07 eV

CARTESIAN COORDINATES (ANGSTROEM)
Rb1 13.50 10.55 27.34
As1 8.36 5.33 28.34
F1 6.87 6.29 28.79
F2 7.37 3.84 28.16
F3 9.81 4.37 27.89
F4 9.50 6.75 28.45
F5 8.58 4.95 30.02
F6 8.06 5.73 26.60
As2 9.17 15.34 29.82
F7 8.58 14.27 31.15
F8 8.78 16.76 30.91
F9 9.74 16.50 28.63
F10 9.50 13.96 28.66
F11 7.44 15.25 29.13
F12 10.84 15.10 30.58
F13 17.25 7.82 28.69

Entry from the OMol25 dataset: an isolated ion of composition C5H12NS and charge +1 in a non-equilibrium geometry (the ωB97M-V functional and the def2-TZVPD basis).

Total charge = +1
Energy above the lowest of the compared OMol25 structures with the same formula, charge and spin = 2.9155 eV
Electronic energy = -17695.7712 eV
SMILES string = C=[N+](SC)C(C)C
Frontier orbital gap = 9.17 eV

CARTESIAN COORDINATES (ANGSTROEM)
C1 1.59 0.99 1.21
N1 0.69 0.82 0.32
S1 0.19 2.24 -0.57
C2 0.34 1.96 -2.39
C3 -0.14 -0.40 0.23
C4 -1.15 -0.38 1.35
C5 0.50 -1.80 0.32
H1 2.20 1.90 1.01
H2 1.91 0.27 1.86
H3 0.33 2.93 -2.76
H4 -0.25 1.27 -2.93
H5 1.32 1.70 -2.43
H6 -0.62 -0.38 -0.72
H7 -0.68 -0.34 2.42
H8 -1.69 0.49 1.47
H9 -1.79 -1.24 1.20
H10 0.74 -2.19 1.29
H11 1.41 -1.78 -0.35
H12 -0.19 -2.43 0.05